No. 1
27
Properties=species:S:1:pos:R:3 method="wB97M-V/def2-TZVPD" smiles=Cc1ccc(O)cc1.CCC relative_energy_kj_mol=111.5 total_charge=0 homo_ev=-8.765
C 0.89 2.57 0.41
C 1.20 1.28 -0.29
C 0.34 0.18 -0.14
C 0.51 -0.97 -0.89
C 1.61 -1.07 -1.73
O 1.82 -2.31 -2.32
C 2.51 -0.02 -1.88
C 2.25 1.16 -1.20
H 1.80 3.16 0.53
H 0.35 2.40 1.34
H 0.20 3.16 -0.21
H -0.57 0.31 0.43
H -0.18 -1.79 -0.74
H 1.55 -2.27 -3.25
H 3.44 -0.17 -2.42
H 2.88 2.03 -1.30
C -3.10 0.93 2.81
C -2.61 -0.22 1.90
C -3.40 -1.52 1.95
H -3.25 0.61 3.84
H -4.04 1.33 2.42
H -2.35 1.72 2.78
H -2.49 0.23 0.91
H -1.57 -0.41 2.17
H -4.10 -1.49 2.79
H -4.01 -1.76 1.08
H -2.68 -2.32 2.13


No. 2
27
Properties=species:S:1:pos:R:3 method="wB97M-V/def2-TZVPD" smiles=Cc1ccc(O)cc1.CCC relative_energy_kj_mol=376.4 total_charge=0 homo_ev=-8.190
C 1.65 0.41 1.93
C 0.72 1.00 0.93
C -0.63 1.12 1.11
C -1.43 1.94 0.32
C -0.86 2.72 -0.79
O -1.69 3.29 -1.66
C 0.47 2.37 -1.15
C 1.30 1.59 -0.27
H 1.39 1.00 2.73
H 2.69 0.56 1.77
H 1.56 -0.64 2.13
H -0.98 0.63 2.01
H -2.46 2.15 0.39
H -1.23 3.06 -2.60
H 0.88 2.74 -1.93
H 2.38 1.55 -0.36
C -0.25 -2.33 -1.71
C -0.66 -1.72 -0.28
C -0.07 -2.72 0.80
H 0.53 -3.11 -1.60
H 0.16 -1.63 -2.49
H -1.25 -2.51 -2.05
H -0.25 -0.75 -0.19
H -1.87 -1.79 -0.08
H -0.83 -3.50 0.86
H 0.83 -3.08 0.45
H -0.10 -2.34 1.74


No. 3
27
Properties=species:S:1:pos:R:3 method="wB97M-V/def2-TZVPD" smiles=Cc1ccc(O)cc1.CCC relative_energy_kj_mol=295.1 total_charge=0 homo_ev=-7.986
C 1.19 -2.17 1.18
C 1.12 -0.68 1.31
C 0.09 -0.08 2.13
C 0.06 1.26 2.36
C 0.95 1.93 1.49
O 1.01 3.29 1.44
C 1.87 1.40 0.54
C 1.96 0.06 0.48
H 1.98 -2.39 0.55
H 0.34 -2.71 0.62
H 0.94 -2.69 2.18
H -0.65 -0.71 2.67
H -0.76 1.78 2.90
H 0.14 3.77 1.62
H 2.38 2.15 -0.09
H 2.63 -0.44 -0.28
C -0.75 -0.54 -2.97
C -1.03 0.18 -1.64
C -2.24 -0.58 -1.06
H -1.39 -1.26 -3.23
H 0.23 -0.92 -2.92
H -0.86 0.09 -3.83
H -0.21 0.20 -0.87
H -1.22 1.18 -2.03
H -2.60 -1.50 -1.47
H -2.10 -0.79 -0.01
H -3.08 0.15 -1.09


No. 4
27
Properties=species:S:1:pos:R:3 method="wB97M-V/def2-TZVPD" smiles=Cc1ccc(O)cc1.CCC relative_energy_kj_mol=115.8 total_charge=0 homo_ev=-8.335
C -1.63 -1.72 1.46
C -1.53 -0.64 0.39
C -1.54 -1.01 -0.94
C -1.17 -0.04 -1.88
C -0.92 1.24 -1.46
O -0.49 2.24 -2.31
C -1.11 1.64 -0.13
C -1.54 0.69 0.79
H -1.09 -1.39 2.35
H -1.12 -2.63 1.16
H -2.66 -2.01 1.68
H -1.69 -2.04 -1.23
H -0.87 -0.34 -2.88
H -0.47 1.87 -3.20
H -0.89 2.65 0.18
H -1.83 1.02 1.78
C 2.47 0.59 0.71
C 2.27 -0.92 0.89
C 3.49 -1.47 1.62
H 3.43 0.70 0.20
H 2.47 0.99 1.72
H 1.70 1.10 0.14
H 1.37 -1.26 1.42
H 2.07 -1.34 -0.09
H 4.37 -1.55 0.97
H 3.74 -0.78 2.42
H 3.37 -2.46 2.06


No. 5
28
Properties=species:S:1:pos:R:3 method="wB97M-V/def2-TZVPD" relative_energy_kj_mol=29.3 spin_multiplicity=2 total_charge=+1 homo_ev="-12.464 / -12.463"
C -2.57 0.73 0.97
C -0.57 1.24 -2.68
C -0.79 2.38 -1.87
C -1.29 0.04 -2.53
C -1.49 2.15 -0.72
C -1.88 -0.19 -1.30
C -1.89 0.84 -0.33
O 0.38 1.12 -3.61
H -0.35 3.33 -2.13
H 0.72 2.00 -3.91
H -1.43 -0.69 -3.31
H -1.63 2.96 -0.02
H -2.34 -1.15 -1.21
H -3.48 1.32 1.11
H -1.86 1.12 1.72
H -2.88 -0.27 1.28
C 1.71 -1.49 1.98
C 1.53 -0.08 1.46
C 2.13 -2.49 0.83
O 2.79 -1.32 2.90
H 0.83 -2.00 2.40
H 2.42 0.18 0.88
H 1.57 -3.42 0.95
H 2.12 -1.96 -0.11
H 3.12 -2.89 1.10
H 3.11 -2.17 3.14
H 1.38 0.74 2.17
H 0.61 -0.02 0.86


No. 6
32
Properties=species:S:1:pos:R:3 method="wB97M-V/def2-TZVPD" total_charge=+3 homo_ev="-20.169 / -20.169"
Os -0.02 0.46 -0.02
C 1.70 0.23 1.87
C 0.79 1.08 2.52
C 0.46 2.33 1.97
C 1.03 2.74 0.75
C 1.87 1.84 0.03
C 2.22 0.58 0.60
H 2.06 -0.66 2.38
H 0.44 0.83 3.52
H -0.15 3.03 2.54
H 0.90 3.75 0.39
H 2.43 2.21 -0.83
H 3.02 -0.01 0.16
C -5.55 0.46 -2.78
C -4.49 0.63 -1.73
O -3.82 -0.64 -1.50
P -2.34 -1.00 -1.18
O -1.84 -0.30 0.11
Te -0.42 -0.17 -2.53
O -2.31 -2.54 -1.08
C -2.92 -3.45 -0.11
C -3.85 -4.42 -0.76
H -6.15 1.37 -2.86
H -6.20 -0.39 -2.56
H -5.14 0.23 -3.77
H -4.95 0.92 -0.77
H -3.77 1.41 -2.00
H -3.42 -2.87 0.68
H -2.08 -3.98 0.36
H -4.59 -3.93 -1.39
H -4.32 -5.04 0.00
H -3.33 -5.10 -1.46